(1)
Density functional theory data (ωB97M-V with the def2-TZVPD basis set) for a 2-piece molecular cluster, C4H12N2 overall in a non-equilibrium geometry.

Geometry (Å):
H: 4.6173 -3.1045 0.5128
N: 4.1905 -2.4188 -0.0934
C: 2.9343 -2.3386 0.1075
N: 2.0601 -1.9144 -0.8399
H: 2.5311 -2.8120 1.0016
H: 1.0758 -2.0831 -0.7791
H: 2.5433 -1.7576 -1.7115
C: -3.0061 1.7340 0.7022
C: -1.4830 1.6651 0.5653
C: -0.8880 1.0556 -0.6953
H: -3.3670 2.6631 0.2520
H: -3.2664 1.7211 1.7561
H: -3.5154 0.9247 0.1741
H: -1.0652 1.1843 1.4553
H: -1.0574 2.6632 0.6997
H: 0.1906 0.9557 -0.5869
H: -1.4663 0.1648 -0.9486
H: -1.0282 1.6974 -1.5718

Properties
frontier orbital gap = 9.943 eV


(2)
Density functional theory data (ωB97M-V with the def2-TZVPD basis set) for one molecule with the formula C5H7N in a non-equilibrium geometry.

Geometry (Å):
C: -2.2513 -1.8493 -1.5037
C: -1.4953 -1.0903 -0.7811
N: -1.5081 0.6163 -0.6245
C: -0.6934 -0.1614 -0.0139
C: 0.6708 -0.0025 0.5769
C: 0.8317 1.4638 1.0631
H: -2.9825 -1.4018 -2.1657
H: -2.3125 -2.9605 -1.4345
H: 0.8871 -0.6059 1.3887
H: 1.3879 -0.4072 -0.2135
H: 0.8240 1.5218 2.0913
H: -0.0924 1.9907 0.6746
H: 1.6959 1.9617 0.6392

Properties
frontier orbital gap = 10.117 eV


(3)
Density functional theory data (ωB97M-V with the def2-TZVPD basis set) for a 2-piece molecular cluster, C6H14NO3 overall in a non-equilibrium geometry.

Geometry (Å):
C: 2.1435 0.7389 1.6354
C: 0.1818 -0.7311 1.9152
C: -2.6049 -0.2879 -1.3103
C: 1.0317 -0.0890 0.8962
C: -1.6449 -1.3848 -1.4015
C: 0.0871 0.4237 -0.1634
N: 0.6912 1.0695 -1.2772
O: 1.0153 0.0530 -2.3349
O: -0.9437 -1.7836 -2.3317
O: -0.9514 1.2555 0.2987
H: 2.6282 1.5157 1.0454
H: 1.6242 1.0909 2.5638
H: 2.8286 -0.0109 1.8613
H: -0.2266 -0.0541 2.5616
H: -0.6979 -1.3528 1.4492
H: 0.7792 -1.3980 2.5719
H: -2.6080 0.2135 -2.2837
H: -2.4253 0.3322 -0.4779
H: -3.6310 -0.5810 -1.4404
H: 1.5466 -0.8842 0.2998
H: -1.7536 -1.9758 -0.3767
H: 1.6577 1.4158 -1.1400
H: 0.1904 -0.2743 -2.5782
H: -0.7597 2.2806 0.3107

Properties
frontier orbital gap = 5.510 eV
total charge = -1


(4)
Density functional theory data (ωB97M-V with the def2-TZVPD basis set) for a 13-piece molecular cluster, C48H135F6N12O17S2 overall in a non-equilibrium geometry.

Geometry (Å):
C: -1.5303 -1.6343 -0.5718
F: -1.3908 -1.2266 -1.8242
F: -2.8007 -1.5148 -0.2095
F: -1.1596 -2.9380 -0.4756
S: -0.4521 -0.6554 0.6556
O: -0.4357 -1.4875 1.8309
O: 0.7903 -0.4499 -0.1438
N: -1.4689 0.7138 0.8105
S: -0.3385 1.7487 1.0112
O: 0.5144 1.5388 2.2188
O: 0.3889 2.0909 -0.2000
C: -1.3619 3.2849 1.5559
F: -1.7726 3.8765 0.4204
F: -2.2580 2.8822 2.4389
F: -0.5506 4.2317 1.9901
C: 6.1849 7.2631 -0.6958
C: 6.0499 5.7932 -1.1362
C: 4.9615 5.1922 -0.2964
O: 4.6319 3.8267 -0.7135
C: 3.3715 3.4050 -0.2987
N: 5.5620 5.8176 -2.6002
H: 5.0613 4.9747 -2.8804
H: 5.0870 6.6525 -2.9481
H: 6.4348 5.8020 -3.1348
H: 6.3670 7.4760 0.3569
H: 5.3578 7.9285 -0.9512
H: 7.0460 7.6897 -1.2154
H: 7.0512 5.3689 -1.1034
H: 4.0729 5.8271 -0.3281
H: 5.2513 5.1513 0.7560
H: 3.0747 2.4529 -0.7374
H: 2.6216 4.1783 -0.4939
H: 3.2916 3.2213 0.7784
C: 0.5771 -5.3860 -2.8094
C: 1.7357 -4.4752 -3.0062
C: 2.1516 -3.6074 -1.7935
O: 3.0691 -2.5794 -2.1470
C: 3.5172 -1.7810 -1.0335
N: 2.8969 -5.3394 -3.4564
H: 3.0117 -6.2471 -3.0004
H: 2.9424 -5.6130 -4.4437
H: 3.8113 -4.8880 -3.3656
H: 0.0371 -5.6575 -3.7173
H: -0.2458 -4.9341 -2.2515
H: 0.8612 -6.2773 -2.2471
H: 1.5103 -3.8621 -3.8790
H: 2.6124 -4.1178 -0.9444
H: 1.2886 -3.0371 -1.4401
H: 2.8066 -1.7738 -0.2129
H: 3.7116 -0.7942 -1.4545
H: 4.5078 -2.1679 -0.7829
C: -5.0755 -6.7570 -0.1862
C: -6.2357 -7.7661 -0.2289
C: -7.1089 -7.7388 -1.4899
O: -6.2688 -7.7446 -2.6204
C: -7.0965 -7.7019 -3.8006
N: -5.6604 -9.1284 0.1706
H: -6.3944 -9.8266 0.2891
H: -5.0017 -9.5044 -0.5121
H: -5.0817 -8.8879 0.9706
H: -5.3279 -5.7611 -0.5518
H: -4.3247 -6.9640 -0.9522
H: -4.6411 -6.7129 0.8120
H: -6.8843 -7.6694 0.6441
H: -7.7120 -6.8289 -1.4661
H: -7.6908 -8.6644 -1.4435
H: -7.6645 -8.6326 -3.7850
H: -6.3521 -7.8071 -4.5887
H: -7.7103 -6.8047 -3.8667
C: -4.9671 1.5629 0.0054
C: -5.0978 1.5360 1.5518
C: -6.5104 1.5499 2.1475
O: -7.2177 0.5190 1.5344
C: -8.6477 0.5764 1.7725
N: -4.2064 0.4528 2.1304
H: -4.5283 -0.5041 1.9827
H: -3.2428 0.5663 1.7451
H: -4.3114 0.5574 3.1390
H: -3.9166 1.4674 -0.2823
H: -5.3317 2.4530 -0.5010
H: -5.3963 0.6543 -0.4207
H: -4.6310 2.3721 2.0786
H: -6.9738 2.4964 1.8420
H: -6.6066 1.6101 3.2374
H: -8.9337 1.6187 1.6195
H: -8.9275 0.3212 2.7962
H: -9.2660 -0.0626 1.1465
C: 0.4374 4.0129 -3.3860
C: 1.5529 3.0678 -3.7173
C: 1.1598 1.5892 -3.8861
O: 2.4139 0.8662 -4.0348
C: 2.1886 -0.5186 -3.9238
N: 2.1827 3.4985 -5.0410
H: 2.1629 4.5128 -5.1212
H: 3.0589 3.0202 -5.2544
H: 1.6018 3.1332 -5.8001
H: -0.4596 3.8737 -3.9912
H: 0.6718 5.0763 -3.4385
H: 0.1588 3.7223 -2.3701
H: 2.2894 3.0687 -2.9154
H: 0.8200 1.4696 -4.9203
H: 0.4914 1.1948 -3.1213
H: 3.1055 -0.9651 -4.2985
H: 1.3199 -0.8347 -4.5153
H: 1.8441 -0.6967 -2.9031
C: 8.7415 0.1529 -0.8113
C: 7.3865 0.8335 -0.6577
C: 6.5089 0.3772 0.5090
O: 5.1383 0.7472 0.3375
C: 4.2321 0.4788 1.4612
N: 7.4760 2.3188 -0.6847
H: 7.7195 2.5504 -1.6445
H: 6.5643 2.7447 -0.5225
H: 8.0840 2.5365 0.1056
H: 9.3750 0.5644 -0.0202
H: 9.2737 0.3151 -1.7493
H: 8.6946 -0.9312 -0.7273
H: 6.8890 0.7443 -1.6299
H: 7.0220 0.7707 1.3939
H: 6.4695 -0.7135 0.5173
H: 3.3114 0.4687 0.8795
H: 4.3074 1.3081 2.1615
H: 4.3905 -0.5149 1.8806
C: 6.0835 -6.1244 1.9152
C: 4.6821 -5.4611 1.8206
C: 4.8629 -3.9437 1.7043
O: 3.5950 -3.2542 1.5247
C: 2.9282 -3.0488 2.8037
N: 3.9260 -6.0789 0.6830
H: 4.3417 -5.9111 -0.2314
H: 3.5279 -7.0107 0.7909
H: 3.1199 -5.4448 0.7321
H: 6.5748 -6.1634 0.9438
H: 5.9367 -7.1280 2.3159
H: 6.6841 -5.6211 2.6715
H: 4.1395 -5.7704 2.7134
H: 5.4391 -3.7504 0.7939
H: 5.3970 -3.3622 2.4558
H: 3.5766 -2.4872 3.4803
H: 2.6288 -3.9058 3.4115
H: 2.0370 -2.4661 2.5768
C: -5.8568 -4.5862 -4.2509
C: -6.7228 -3.3975 -4.4111
C: -6.4075 -2.2700 -3.4000
O: -7.3877 -1.2800 -3.2641
C: -8.6692 -1.7099 -2.7513
N: -6.5089 -2.7581 -5.8010
H: -7.1667 -1.9782 -5.8968
H: -5.5887 -2.3888 -6.0246
H: -6.8380 -3.3297 -6.5827
H: -6.0889 -5.3548 -4.9900
H: -6.4000 -5.0513 -3.4211
H: -4.8025 -4.4765 -4.0077
H: -7.7571 -3.7222 -4.5162
H: -5.4129 -1.8690 -3.6052
H: -6.2890 -2.7495 -2.4214
H: -8.6649 -2.0375 -1.7087
H: -9.0732 -2.5384 -3.3335
H: -9.3494 -0.8617 -2.7608
C: 5.2979 6.3940 5.9316
C: 5.8034 5.6599 4.6766
C: 4.7457 4.6034 4.1832
O: 3.5469 5.3054 3.8605
C: 2.3444 4.5115 3.9107
N: 6.0535 6.7131 3.6658
H: 5.1518 7.1096 3.3867
H: 6.5064 7.5562 4.0354
H: 6.6926 6.4915 2.9062
H: 5.9397 7.2206 6.2428
H: 5.1402 5.6149 6.6730
H: 4.4023 6.9856 5.7281
H: 6.7369 5.0990 4.7313
H: 4.6082 3.9146 5.0198
H: 4.9822 3.9898 3.3069
H: 2.2995 4.1261 4.9318
H: 2.4338 3.6067 3.3011
H: 1.4663 5.0924 3.6469
C: 1.2895 -3.7482 7.6302
C: 1.5407 -2.2458 7.9116
C: 1.7511 -1.4298 6.5974
O: 0.4832 -1.3690 5.9424
C: 0.3177 -0.1961 5.1623
N: 0.4118 -1.6625 8.8185
H: 0.5557 -2.0458 9.7500
H: 0.5410 -0.6545 8.8271
H: -0.4150 -1.9813 8.3201
H: 0.4483 -3.9620 6.9730
H: 1.2592 -4.2405 8.6015
H: 2.1603 -4.1259 7.0937
H: 2.3895 -2.0541 8.5684
H: 2.4543 -1.9426 5.9401
H: 2.1403 -0.4471 6.8736
H: -0.3977 -0.3729 4.3597
H: 1.2186 0.2265 4.7141
H: -0.1463 0.5633 5.7977
C: -4.8273 0.8211 -3.6840
C: -4.7274 2.3908 -3.6427
C: -3.5741 3.0633 -2.8367
O: -3.7430 4.4306 -3.1710
C: -2.7971 5.4449 -2.9097
N: -4.7130 2.9853 -5.0730
H: -5.1629 2.3197 -5.6940
H: -5.1237 3.9201 -5.0929
H: -3.7695 3.1855 -5.4032
H: -3.8670 0.3454 -3.4781
H: -5.3088 0.4677 -4.5925
H: -5.3784 0.5910 -2.7726
H: -5.6466 2.8849 -3.3290
H: -2.5483 2.6961 -2.9448
H: -3.7516 2.8979 -1.7731
H: -1.7973 5.2683 -3.3099
H: -2.6183 5.7142 -1.8650
H: -3.2226 6.3423 -3.3557
C: -3.7745 6.2563 1.9861
C: -4.9930 7.1452 1.9765
O: -5.2510 7.9054 1.0280
O: -5.6995 7.0994 3.0010
H: -3.0537 6.7647 2.6278
H: -3.3217 6.1317 0.9985
H: -4.0766 5.2806 2.3716

Properties
frontier orbital gap = 1.165 eV
total charge = +9


| no. | LUMO level (eV) | energy (hartree) |
| --- | --- | --- |
| 1 | 0.877 | -269.08574 |
| 2 | 0.886 | -249.33575 |
| 3 | 3.819 | -517.32198 |
| 4 | -15.840 | -5237.04602 |